(1)
61
Properties=species:S:1:pos:R:3:forces:R:3 method="wB97M-V/def2-TZVPD" total_charge=+1 gap_ev="7.212 / 7.196" s_squared=0.761 e_tot_ev=-64767.1412 spin_multiplicity=2
V -0.4533 0.4113 -0.1349 0.423 0.608 2.486
C -3.5770 -1.5666 1.6649 -0.067 -0.058 -0.064
C -2.9741 -0.3905 2.4363 0.174 -0.015 -0.003
C -3.8378 0.8459 2.2284 -0.044 0.158 0.154
C -1.4841 -0.2043 2.1413 -0.257 -0.115 -0.189
C -0.6863 -1.3183 1.8534 -0.175 -0.144 -0.159
C 0.6880 -1.2328 1.7252 0.340 0.068 -0.381
C 1.3530 -0.0060 1.8617 0.054 -0.008 -0.077
C 2.8480 0.0649 1.8176 0.018 -0.099 0.094
C 0.5734 1.1239 2.0855 0.105 0.015 0.031
C -0.8189 1.0280 2.2287 -0.177 0.126 -0.262
H -4.6506 -1.6135 1.8519 0.053 0.006 0.003
H -3.1633 -2.5352 1.9497 -0.004 0.057 0.016
H -3.4352 -1.4336 0.5871 -0.022 0.026 0.059
H -3.0152 -0.6313 3.5047 0.024 -0.065 0.016
H -3.8783 1.1337 1.1819 -0.003 0.004 -0.115
H -3.4999 1.7121 2.8013 0.023 -0.066 -0.018
H -4.8539 0.6269 2.5588 0.025 0.007 0.008
H -1.1386 -2.2899 1.7287 -0.076 -0.009 0.022
H 1.2609 -2.1249 1.5143 0.018 -0.033 0.077
H 3.2468 0.0791 2.8344 -0.034 -0.018 0.005
H 3.1908 0.9658 1.3249 0.043 0.125 -0.066
H 3.2735 -0.7984 1.3100 -0.006 0.001 -0.014
H 1.0472 2.0931 2.1870 -0.026 -0.015 -0.024
H -1.3769 1.9270 2.4528 0.008 -0.014 0.021
C 1.9976 -1.9411 -1.4082 0.082 -0.333 0.155
C 1.6505 -0.7099 -2.1875 -0.049 0.446 0.075
O 1.3867 0.4113 -1.2913 -0.006 0.262 -0.409
C 1.8253 1.7028 -1.8759 -0.001 -0.584 -0.018
C 2.2114 2.7082 -0.8379 0.031 0.089 0.265
H 2.2309 -2.7513 -2.1043 -0.009 0.063 0.035
H 1.1827 -2.2793 -0.7696 -0.007 0.058 -0.088
H 2.8774 -1.7652 -0.7890 0.021 -0.004 -0.030
H 0.7806 -0.8525 -2.8267 -0.121 -0.048 -0.069
H 2.4843 -0.4327 -2.8287 0.054 0.022 -0.032
H 1.0226 2.0650 -2.5049 -0.025 0.123 -0.056
H 2.6838 1.4786 -2.5055 0.054 -0.042 -0.035
H 1.3707 2.9954 -0.2118 -0.060 0.014 0.016
H 2.5685 3.6061 -1.3457 -0.027 -0.029 -0.016
H 3.0200 2.3367 -0.2148 0.115 0.000 0.026
Te -1.7265 2.6310 -0.3223 -0.002 0.197 -0.626
C -1.9403 3.2221 -2.3464 -0.045 0.092 -0.251
C -2.7359 4.3276 -2.6517 0.036 -0.050 -0.201
C -2.8980 4.7358 -3.9746 0.027 -0.050 0.179
C -2.2697 4.0519 -5.0062 0.003 -0.010 0.021
C -1.4683 2.9568 -4.7151 -0.024 0.016 0.179
C -1.3060 2.5498 -3.3933 -0.151 0.107 -0.080
H -3.2342 4.8750 -1.8604 0.011 -0.022 -0.014
H -3.5183 5.5955 -4.1976 0.013 -0.031 0.027
H -2.4014 4.3716 -6.0318 0.005 0.005 0.025
H -0.9643 2.4253 -5.5138 -0.014 -0.007 0.038
H -0.6662 1.7025 -3.1816 -0.127 -0.111 -0.017
N -1.9991 -4.0832 -2.3020 0.167 0.758 -0.015
N -2.0157 -2.7015 -2.0958 -0.512 -1.156 -0.553
N -2.7112 -1.9031 -2.8727 0.326 0.427 0.495
C -2.3592 -0.7110 -2.3701 -0.324 -0.170 -0.406
N -1.4902 -0.8402 -1.3748 0.248 -0.913 -0.102
N -1.2859 -2.1526 -1.1980 0.072 0.485 -0.158
H -2.8978 -4.3530 -2.6873 0.023 -0.030 0.162
H -1.7688 -4.5285 -1.4206 -0.189 -0.044 -0.064
H -2.7316 0.2426 -2.7098 -0.012 -0.069 -0.079

***

(2)
88
Properties=species:S:1:pos:R:3:forces:R:3 method="wB97M-V/def2-TZVPD" total_charge=+2 gap_ev="2.993 / 2.949" relative_energy_kj_mol=233.28 s_squared=1.212 e_tot_ev=-102025.8380 spin_multiplicity=2
Au 2.3797 0.4163 -0.8241 -1.076 0.541 0.155
C 1.5744 -4.3499 3.2929 0.153 0.046 -0.148
C 0.8614 -3.2827 4.1222 0.705 -0.526 0.680
C 1.8594 -2.3166 4.7665 -0.025 -0.001 -0.083
C 0.0557 -3.9693 5.2260 -0.024 0.138 -0.177
N -0.0401 -2.4809 3.2710 -0.852 0.310 -0.122
C -1.3333 -2.1882 3.5604 0.226 -0.169 0.109
C -1.7948 -1.3325 2.6035 0.188 0.097 -0.416
N -0.7854 -1.0891 1.7260 -0.414 -0.049 0.668
B -0.8211 -0.1153 0.5316 -0.456 -0.765 -1.143
N -2.1525 -0.2882 -0.2297 0.346 0.025 0.043
C -3.3438 0.3458 -0.0387 -1.145 0.281 -0.193
C -4.2294 -0.1268 -0.9612 -0.081 0.844 0.867
N -3.5868 -1.0517 -1.7271 0.518 0.286 0.506
C -2.3172 -1.1439 -1.2647 0.929 -0.641 -0.611
S -1.0712 -2.1331 -1.8408 0.588 -0.286 0.024
C -4.1848 -1.8475 -2.8213 -0.090 -0.487 -0.458
C -3.3356 -1.6730 -4.0806 0.062 -0.186 -0.027
C -5.6056 -1.3626 -3.1036 0.214 -0.009 0.147
C -4.2296 -3.3054 -2.3574 0.055 -0.013 -0.078
N -0.6911 1.3306 1.0417 -0.386 0.627 1.282
C -1.1290 1.8040 2.2390 0.164 -0.760 -0.747
C -0.7636 3.1114 2.3403 0.328 0.772 -0.399
N -0.0933 3.4499 1.2069 -0.321 -0.268 1.124
C -0.0440 2.3477 0.4270 0.437 -0.477 -1.435
S 0.6103 2.2341 -1.1481 0.357 -0.781 0.327
C 0.4878 4.7859 0.9293 0.505 1.030 -0.293
C -0.0978 5.3176 -0.3805 -0.090 -0.119 0.019
C 2.0103 4.6612 0.8492 -0.026 -0.187 0.029
C 0.1258 5.7470 2.0625 -0.038 -0.251 -0.111
C 0.2894 -1.8076 2.1372 1.076 0.068 -0.776
S 1.7714 -1.8674 1.3212 -0.273 0.146 0.153
H 2.1259 -5.0044 3.9629 -0.027 -0.035 0.087
H 2.2896 -3.9112 2.5992 -0.081 -0.191 0.170
H 0.8664 -4.9544 2.7310 -0.108 -0.085 -0.030
H 2.5236 -2.8769 5.4183 0.065 -0.045 0.050
H 1.3376 -1.5756 5.3696 -0.032 0.065 0.066
H 2.4639 -1.8033 4.0222 0.069 0.014 -0.025
H 0.7358 -4.5838 5.8086 0.060 -0.021 -0.006
H -0.7149 -4.6213 4.8219 -0.095 -0.096 -0.042
H -0.3914 -3.2535 5.9117 -0.074 0.075 0.075
H -1.8493 -2.5833 4.4088 -0.061 -0.137 0.157
H -2.7735 -0.9107 2.4959 -0.227 0.053 -0.082
H 0.0767 -0.3686 -0.2030 -0.120 0.142 0.199
H -3.4870 1.0932 0.7161 -0.116 0.156 0.092
H -5.2492 0.1564 -1.1145 -0.161 0.004 -0.024
H -3.2618 -0.6242 -4.3606 -0.054 0.144 -0.020
H -3.7954 -2.2166 -4.8998 -0.158 -0.031 -0.105
H -2.3353 -2.0752 -3.9363 -0.138 0.068 -0.072
H -5.6236 -0.3093 -3.3728 -0.041 0.131 -0.026
H -6.2614 -1.5405 -2.2545 -0.113 0.037 0.068
H -5.9997 -1.9246 -3.9462 0.020 -0.054 -0.018
H -3.2361 -3.7013 -2.1618 0.033 0.056 0.000
H -4.6845 -3.9224 -3.1257 -0.108 -0.039 -0.128
H -4.8276 -3.3949 -1.4528 -0.088 0.001 0.080
H -1.6686 1.2004 2.9393 -0.040 -0.093 0.161
H -0.9558 3.7976 3.1365 -0.014 0.205 0.110
H 0.1827 4.6921 -1.2259 0.000 0.132 -0.034
H 0.2884 6.3170 -0.5640 0.027 0.039 0.024
H -1.1837 5.3750 -0.3272 -0.091 0.029 -0.002
H 2.3256 3.9799 0.0628 0.034 0.005 -0.027
H 2.4221 4.3075 1.7904 0.025 -0.036 0.083
H 2.4408 5.6364 0.6378 -0.049 0.098 -0.019
H -0.9499 5.8929 2.1443 -0.093 0.020 0.040
H 0.5728 6.7138 1.8469 0.029 0.005 -0.063
H 0.5308 5.4099 3.0134 0.039 0.014 0.137
F 2.4592 1.1856 1.2785 0.058 -0.315 -0.917
P 4.2498 1.2166 1.5812 -0.146 0.025 0.142
F 4.0024 2.5809 2.3418 0.076 -0.288 -0.073
F 4.2864 2.0013 0.1460 0.165 -0.003 0.389
F 4.2792 -0.1799 0.6948 -0.123 -0.021 -0.012
F 5.7953 1.2049 1.7551 -0.211 0.044 0.070
F 3.9008 0.3476 2.8716 0.275 0.327 -0.310
C 0.7631 -0.6662 -5.9627 -0.176 -0.150 -0.092
C 1.7159 -0.4761 -4.8501 0.138 0.208 0.541
C 3.0804 -0.2383 -4.8580 0.141 -0.001 0.410
C 3.4737 -0.1188 -3.5247 -0.004 -0.004 -0.672
N 2.3973 -0.2934 -2.7477 -0.114 0.119 0.788
N 1.3353 -0.4819 -3.5584 -0.015 0.365 -0.434
C 4.8071 0.1363 -2.9428 0.128 0.185 0.199
H 1.2591 -0.4981 -6.9140 0.023 0.023 -0.007
H -0.0744 0.0243 -5.8730 -0.026 0.013 -0.024
H 0.3668 -1.6801 -5.9628 -0.050 -0.085 -0.005
H 3.7161 -0.1580 -5.7143 0.140 -0.037 -0.221
H 0.4352 -0.7566 -3.1827 -0.385 -0.240 0.426
H 5.5923 -0.0899 -3.6595 0.003 0.009 0.035
H 4.9462 -0.4750 -2.0533 0.157 -0.113 0.045
H 4.9032 1.1781 -2.6340 0.076 0.072 -0.068

***

(3)
87
Properties=species:S:1:pos:R:3:forces:R:3 method="wB97M-V/def2-TZVPD" smiles=CC(C)O.CC(C)O.CC(C)O.CCO.CCO.CCO.CCO.CCO.CO gap_ev=9.733 relative_energy_kj_mol=187.43 e_tot_ev=-40105.3265 spin_multiplicity=1
C 23.1975 -2.9530 9.9497 -0.059 0.735 0.876
C 23.5021 -1.5238 9.5716 0.606 0.798 -1.094
C 24.0980 -1.3737 8.1860 0.779 -0.700 -1.040
O 22.3230 -0.6907 9.6372 0.637 -0.383 0.180
H 24.0778 -3.5936 9.9340 0.027 0.023 -0.271
H 22.3923 -3.3722 9.3520 -0.006 -0.013 -0.073
H 22.8995 -2.8715 10.9961 -0.398 -0.462 -0.079
H 24.2400 -1.0583 10.2394 -0.085 -0.423 0.386
H 23.5338 -1.9086 7.4155 -0.376 0.244 0.128
H 25.0905 -1.8366 8.0871 -0.021 -0.071 0.474
H 24.2672 -0.3489 7.8496 -0.398 0.133 0.239
H 22.7066 0.1914 9.7662 -0.545 0.203 0.100
C 24.5478 -3.5937 13.1217 0.116 -0.008 -0.825
C 24.0124 -2.8706 14.3269 1.625 -0.490 1.436
C 23.2044 -3.7387 15.2762 -0.868 0.197 -0.189
O 25.2207 -2.5006 15.0847 -0.661 0.419 -0.624
H 25.1352 -2.8968 12.5172 -0.272 0.097 -0.128
H 23.7424 -4.0050 12.5165 -0.035 0.067 -0.044
H 25.2476 -4.4127 13.2991 -0.213 -0.021 0.705
H 23.4815 -1.9681 14.0117 -0.076 -0.017 0.081
H 23.6628 -4.7216 15.3654 -0.178 -0.113 -0.150
H 22.1553 -3.7812 14.9597 0.172 -0.475 -0.163
H 23.1452 -3.3369 16.2905 0.254 0.285 -0.086
H 24.9033 -1.9636 15.8180 0.198 -0.012 0.089
C 20.5878 -0.8051 5.5186 0.035 0.479 0.400
C 20.1054 -1.6087 4.3164 0.843 -1.089 0.633
C 19.8720 -3.0799 4.6824 -1.081 -0.136 0.050
O 18.9664 -1.0079 3.7390 0.039 0.065 -0.068
H 19.7738 -0.5774 6.2154 -0.255 -0.006 -0.271
H 21.0123 0.1513 5.2095 -0.047 0.009 -0.075
H 21.3203 -1.2813 6.1744 0.147 -0.324 -0.426
H 20.9178 -1.6557 3.5867 -0.235 0.515 -0.332
H 20.7865 -3.5808 4.9964 0.012 0.116 0.187
H 19.4362 -3.6706 3.8712 0.321 0.318 -0.358
H 19.0874 -3.1703 5.4446 0.365 0.112 0.357
H 18.4446 -0.6663 4.4738 -0.103 0.004 -0.156
C 28.2902 -4.1610 9.4648 -0.796 0.939 0.525
C 26.9851 -4.0207 10.2650 0.609 -0.199 -0.502
O 26.1680 -5.1616 10.0175 -0.155 0.090 0.639
H 28.0526 -4.2799 8.4108 0.224 -0.216 -0.067
H 28.8473 -4.9952 9.8841 0.119 -0.131 -0.295
H 28.8676 -3.2445 9.6155 0.192 -0.096 -0.161
H 26.3645 -3.1680 9.9899 0.216 0.134 -0.322
H 27.2805 -3.8362 11.3030 -0.427 -0.465 0.236
H 26.4362 -5.8796 10.5997 0.007 0.013 -0.061
C 20.0530 -5.5219 10.2118 0.313 -0.086 -0.275
C 20.0915 -5.4279 11.7299 -0.794 -0.420 -0.726
O 19.6629 -6.6512 12.3376 0.171 0.120 0.099
H 20.5987 -6.3978 9.8537 0.093 0.027 0.115
H 20.4989 -4.6287 9.7722 -0.068 0.033 0.007
H 19.0397 -5.6038 9.8110 -0.089 0.046 0.208
H 19.4013 -4.6285 12.0132 0.415 0.244 0.316
H 21.1109 -5.2483 12.0611 -0.067 0.119 0.226
H 18.7377 -6.7734 12.1047 0.020 -0.061 0.016
C 25.0409 2.6249 7.3541 -0.412 -0.421 -1.140
C 25.8343 2.0501 6.1929 1.260 -1.882 0.920
O 25.6768 2.7014 4.9720 -0.792 0.854 -0.044
H 25.2310 3.6823 7.5151 0.149 -0.055 0.342
H 25.2434 1.9607 8.1936 0.196 0.471 0.358
H 23.9779 2.4830 7.1421 -0.051 0.259 -0.003
H 25.6214 0.9674 6.1716 -0.814 0.097 -0.602
H 26.8893 1.9045 6.4740 0.230 1.006 -0.033
H 26.2124 2.3479 4.2621 0.231 -0.370 0.227
C 17.7072 -2.2152 9.0492 -0.115 -0.323 0.980
C 19.0516 -1.5162 9.0187 -0.197 1.073 -0.525
O 19.9253 -1.9858 10.0152 0.289 -0.374 -0.036
H 17.0943 -1.8155 9.8623 0.038 0.070 -0.033
H 17.8353 -3.2700 9.3056 0.090 -0.049 -0.326
H 17.1156 -2.1257 8.1405 0.244 0.061 -0.178
H 18.8868 -0.4373 9.1712 -0.094 -0.024 0.004
H 19.4962 -1.5614 8.0194 0.118 -0.458 0.063
H 20.8062 -1.5853 9.8500 -0.572 -0.004 0.241
C 27.1895 -3.0765 5.4101 0.590 0.353 0.733
C 28.3758 -2.1114 5.6053 -0.623 -0.261 -0.959
O 27.9105 -0.7932 5.9022 0.376 -0.322 0.312
H 26.4254 -2.9509 6.1797 0.029 0.102 0.040
H 27.5372 -4.1073 5.4850 -0.101 -0.069 -0.414
H 26.7593 -2.8237 4.4452 -0.228 -0.392 -0.034
H 28.8418 -2.0815 4.6190 0.293 0.359 0.125
H 29.1514 -2.4431 6.2962 -0.211 -0.064 0.299
H 27.7719 -0.7992 6.8557 -0.150 0.296 -0.073
C 22.5968 1.8910 11.9380 -0.761 0.179 0.335
O 23.5047 1.7317 10.8586 0.286 -0.142 0.196
H 22.2618 0.9431 12.3700 0.120 -0.114 -0.204
H 22.9676 2.5048 12.7632 0.334 0.040 -0.212
H 21.7198 2.4040 11.5443 0.021 -0.079 -0.057
H 24.3642 1.5122 11.2351 -0.019 0.013 -0.150

***

(4)
88
Properties=species:S:1:pos:R:3:forces:R:3 method="wB97M-V/def2-TZVPD" total_charge=+1 gap_ev=6.715 relative_energy_kj_mol=0.00 e_tot_ev=-261266.2715 spin_multiplicity=1
Ti -0.3823 0.6302 1.4299 0.080 1.027 1.317
C -2.5813 -1.0135 5.1282 -0.029 0.102 -0.020
C -2.1073 -0.1012 4.1926 0.004 0.023 0.039
N -0.9377 -0.2865 3.5994 -0.024 -0.304 -0.381
C -0.2295 -1.3683 3.9358 0.061 0.057 0.098
C -0.7365 -2.2892 4.8458 0.043 0.059 0.003
N -1.9085 -2.1117 5.4391 0.017 -0.026 0.012
C 1.0970 -1.4695 3.2880 -0.037 -0.023 0.097
C 2.0377 -2.4297 3.6255 -0.023 0.034 -0.049
C 3.2578 -2.4536 2.9625 -0.027 0.081 -0.048
C 3.4951 -1.4802 1.9935 -0.093 0.002 0.035
C 2.5163 -0.5387 1.7283 0.102 -0.093 0.015
N 1.3387 -0.5380 2.3611 0.060 0.010 -0.286
C 2.6879 0.5658 0.7656 0.006 0.135 0.032
C 3.9077 0.8949 0.1816 -0.056 -0.049 0.062
N 4.0565 1.9477 -0.6088 0.030 0.009 -0.016
C 2.9829 2.6965 -0.8114 -0.115 0.053 -0.004
C 1.7514 2.3792 -0.2535 0.067 -0.051 -0.036
N 1.5997 1.3135 0.5276 -0.055 -0.034 -0.260
C 4.2794 -3.4735 3.2773 0.051 -0.057 0.023
C 5.0173 -4.0800 2.2666 -0.001 0.008 0.051
C 5.9627 -5.0325 2.6159 0.002 -0.004 -0.073
N 6.2132 -5.3946 3.8690 0.032 -0.027 0.005
C 5.5084 -4.8086 4.8300 -0.031 0.028 0.065
C 4.5321 -3.8525 4.5909 0.004 -0.011 -0.047
H -3.5334 -0.8530 5.6177 0.008 -0.014 0.004
H -2.6740 0.7765 3.9120 -0.006 -0.007 -0.029
H -0.1989 -3.1943 5.0969 0.007 0.003 -0.004
H 1.8198 -3.1686 4.3820 0.002 -0.013 -0.002
H 4.4420 -1.4618 1.4749 0.003 0.003 -0.003
H 4.7936 0.3022 0.3682 -0.006 0.000 -0.001
H 3.0865 3.5727 -1.4394 0.021 -0.010 0.002
H 0.8788 2.9809 -0.4478 -0.002 0.029 0.002
H 4.8469 -3.8457 1.2239 -0.014 0.012 -0.001
H 6.5433 -5.5293 1.8469 -0.004 0.002 0.013
H 5.7339 -5.1126 5.8458 0.001 -0.002 -0.013
H 4.0064 -3.3983 5.4208 -0.007 0.009 -0.005
O -2.9051 -2.2186 1.5080 0.048 -0.053 -0.044
C -2.0705 -1.4456 1.1501 0.002 -0.069 -0.181
O -2.1029 -0.1277 1.2746 -0.251 -0.096 0.009
C -0.7094 -1.8464 0.5015 -0.276 -0.165 0.119
O -0.2349 -2.9382 0.5169 0.066 0.042 -0.055
O -0.0913 -0.7413 0.0165 -0.140 -0.004 -0.666
C -4.4824 1.5481 0.2820 -0.046 -0.110 -0.062
C -3.5336 2.5157 0.9747 0.010 0.193 -0.022
Ge -1.7134 2.6822 0.2154 0.288 -0.138 0.277
C -1.2998 4.5950 0.5357 -0.202 -0.018 -0.073
C 0.0226 5.2483 0.1684 0.164 -0.053 -0.018
C -1.9671 2.5467 -1.7185 0.132 -0.052 -0.081
C -1.7261 1.5473 -2.5670 -0.052 0.171 0.173
Ge -0.8102 -0.1265 -2.1322 0.408 -0.507 0.199
C -1.9512 -1.7080 -2.2162 -0.060 -0.127 -0.115
C -1.9921 -2.3908 -3.5933 -0.042 -0.006 -0.014
C 1.1131 -0.2348 -2.5239 -0.011 -0.049 -0.048
C 1.5547 -0.5796 -3.9486 -0.044 -0.004 -0.062
C -2.1700 1.5591 -3.9920 0.064 -0.113 0.070
C -1.6250 0.6571 -4.9004 0.055 -0.009 -0.089
C -2.0182 0.6331 -6.2317 0.043 -0.037 0.015
C -2.9769 1.5242 -6.6773 -0.042 0.049 0.009
C -3.5430 2.4253 -5.7810 0.014 -0.036 -0.053
C -3.1523 2.4387 -4.4553 -0.055 -0.004 0.033
H -5.5004 1.6688 0.6563 0.001 -0.004 0.021
H -4.1960 0.5089 0.4479 -0.024 0.073 -0.024
H -4.5144 1.7185 -0.7964 0.000 0.009 0.002
H -3.4558 2.3083 2.0432 0.027 -0.045 0.007
H -3.9217 3.5377 0.8987 -0.009 -0.024 0.029
H -1.5247 4.7724 1.5884 -0.002 -0.029 -0.002
H -2.1032 5.0812 -0.0333 -0.007 -0.026 0.037
H 0.8354 4.9040 0.8115 -0.012 -0.030 -0.017
H -0.0368 6.3310 0.2884 -0.018 -0.005 0.010
H 0.3011 5.0647 -0.8737 -0.005 -0.001 -0.006
H -2.4543 3.4272 -2.1413 -0.012 0.000 0.007
H -2.9548 -1.3932 -1.9220 0.010 0.022 0.018
H -1.6183 -2.4481 -1.4871 0.028 0.111 -0.116
H -2.5026 -1.7836 -4.3382 0.014 -0.003 0.016
H -2.5335 -3.3324 -3.5063 -0.003 -0.003 -0.003
H -0.9933 -2.6255 -3.9656 -0.011 0.002 0.011
H 1.5097 -0.9710 -1.8248 -0.076 -0.012 0.006
H 1.5322 0.7332 -2.2468 -0.029 0.021 0.035
H 1.1380 -1.5261 -4.2961 -0.005 0.020 0.005
H 2.6403 -0.6781 -3.9681 0.003 -0.009 -0.014
H 1.2913 0.1961 -4.6669 -0.016 0.001 0.011
H -0.8601 -0.0549 -4.5957 0.004 0.065 -0.005
H -1.5715 -0.0795 -6.9127 -0.005 0.005 -0.002
H -3.2916 1.5148 -7.7120 0.002 0.003 0.000
H -4.3058 3.1143 -6.1184 0.000 0.001 0.000
H -3.6361 3.1290 -3.7772 0.024 -0.025 0.021
Br 0.0083 2.5442 2.9592 -0.022 0.117 0.035